ORCA calculation (wB97M-V/def2-TZVPD) on a 14-piece molecular cluster, C42H112O14 overall in a non-equilibrium geometry.

Values from the calculation:
Orbital gap (alpha / beta)   9.43 / 2.82 eV
Total energy   -2720.342186 a.u.
2S+1   2
Net charge   +1
<S²>   0.755

Last column: Löwdin spin population.
Geometry (Å):
1 C 3.20134 -4.96213 0.25138  0.0000
2 C 4.85838 4.52831 -1.09599  0.0002
3 C -3.94703 3.85515 -0.45777  0.0000
4 C 4.21589 3.19748 -1.47439  0.0069
5 C -1.75172 -5.29342 -4.62851  0.0000
6 H -0.06344 7.34003 -0.70817  0.0000
7 O -7.55381 0.70203 0.11151  0.0000
8 H 2.64213 0.03276 0.97245  0.0000
9 H -5.76516 -0.67447 4.21472  0.0000
10 O 2.08033 -5.61530 0.76898  0.0000
11 H 1.81822 -3.77627 -1.01458  0.0000
12 H -3.95958 -0.17105 -4.27477  0.0001
13 H 3.92231 -4.76790 1.04546  0.0000
14 H -6.42938 1.98600 -0.75939  0.0000
15 H -5.06278 -0.53627 0.56383  0.0000
16 O 0.03433 2.23616 3.46851  0.0000
17 H 4.63724 -5.46452 -1.26594  0.0000
18 H 0.90931 0.03591 -5.85923  -0.0003
19 C -0.49882 -4.27494 1.91509  0.0000
20 C 0.49874 -0.60979 -0.51569  0.0029
21 C -2.07644 -1.09469 -4.71130  0.0010
22 H 2.06367 1.28642 -5.58125  0.0021
23 H 0.46883 1.57410 1.93881  0.0000
24 C 2.44550 -0.55367 -4.36861  0.1212
25 H -2.57699 -0.43566 -1.99361  0.0000
26 H -5.74989 -0.51525 -1.05274  0.0000
27 C -2.72386 0.45531 -2.60411  0.0000
28 H 1.58680 1.50642 4.40699  0.0000
29 H 1.47026 3.03597 6.39124  0.0000
30 H 2.30294 -2.33423 -3.13260  0.0007
31 C -0.87842 -4.53009 -2.31464  0.0006
32 H 4.95594 2.41592 -1.30241  0.0032
33 O -0.53425 5.98161 2.26098  0.0000
34 H -1.33491 -4.35051 -4.98245  0.0000
35 H -3.56248 1.07943 -2.29544  0.0000
36 H -8.04600 0.98949 0.88398  0.0000
37 H 2.89567 1.86266 -0.55425  0.0004
38 O -4.82258 -0.79241 4.35345  0.0000
39 H 3.13728 -6.27570 -1.48203  0.0000
40 H 3.03280 3.32787 0.31046  0.0005
41 C -8.34328 -1.45407 -0.21316  0.0000
42 C 0.63510 2.86916 5.71096  0.0000
43 C -2.64225 -0.08039 3.90131  0.0000
44 H -2.11345 -0.19739 0.27138  0.0000
45 H 0.19021 -3.01634 5.13209  0.0000
46 O 0.81104 1.09003 1.18373  0.0001
47 H 1.45610 -1.09349 -0.32180  0.0001
48 H 3.40932 -3.23007 -1.08764  0.0000
49 C -4.02937 0.40794 4.27455  0.0000
50 H 3.62047 -0.47743 -2.73012  0.0087
51 C -0.31876 -3.04518 4.16865  0.0000
52 H 3.31335 -0.79442 -4.98260  0.0761
53 H -0.08078 -2.10799 3.66552  0.0000
54 O -5.81006 2.63359 -1.10389  0.0000
55 C -0.04215 4.66494 0.36942  0.0000
56 H 6.20311 -0.08567 -0.54537  0.0000
57 O 4.66226 -0.95687 -1.40911  -0.0021
58 H 4.97486 1.13542 1.82391  0.0000
59 H 1.54709 4.51586 3.76115  0.0000
60 H 2.95066 -0.94882 2.83972  0.0000
61 H 6.50289 -2.76579 -1.88095  0.0000
62 O 1.53093 -4.32644 3.19655  0.0000
63 C -0.03341 0.02779 0.80344  0.0012
64 H -4.63982 0.84760 2.23751  0.0000
65 H -5.62771 1.58480 3.52627  0.0000
66 H 0.29740 4.64163 -0.66608  0.0000
67 H -5.22144 2.56295 0.72251  0.0000
68 H -3.31811 2.99443 -0.68517  0.0000
69 H -1.05638 4.27191 0.29905  0.0000
70 H 4.54479 -2.58508 1.71545  0.0000
71 H 1.95947 -4.13315 4.03356  0.0000
72 O 3.07037 0.11722 -3.24529  0.6217
73 H -1.34920 1.37866 -0.14899  0.0000
74 H 4.18960 -6.77568 -0.16099  0.0000
75 C -5.34597 3.35584 -0.01499  0.0000
76 H 1.16961 6.41242 1.10192  0.0000
77 H 6.04248 0.83850 -2.85960  0.0003
78 H -6.25584 5.14711 -0.68728  0.0000
79 C -0.52426 7.15838 0.26278  0.0000
80 H -2.45908 -1.47687 -5.65767  0.0001
81 C 3.83502 -0.66039 2.27157  0.0000
82 H -7.28349 -0.65659 1.55897  0.0000
83 C -1.39731 0.56591 0.57573  0.0001
84 H 5.08183 -2.10919 3.29226  0.0000
85 H -1.90802 0.72432 3.86337  0.0000
86 C 2.93354 2.94166 -0.70398  0.0059
87 C 1.57458 0.44127 -5.09687  0.0116
88 H -8.23926 -2.47157 0.16364  0.0000
89 H -9.31345 -1.09476 0.13001  0.0000
90 H -2.68581 -0.63980 2.96683  0.0000
91 H 5.87305 -1.34887 1.96000  0.0000
92 H -1.65170 -6.02671 -5.42875  0.0000
93 H 1.75724 -5.07988 1.49735  0.0000
94 H -2.30738 -0.72880 4.71097  0.0000
95 O 3.84889 3.23460 -2.85676  0.0586
96 C 1.11035 2.48100 4.30079  0.0000
97 H -0.11515 -3.47179 1.28592  0.0000
98 H 4.37659 -0.88837 -0.49517  0.0001
99 H -1.56055 -4.03024 1.88431  0.0000
100 H 5.07824 4.60650 -0.03126  0.0000
101 H 5.13133 0.57003 3.46662  0.0000
102 H -7.39758 4.02509 -0.04042  0.0000
103 H 4.11462 5.30265 -1.28395  0.0001
104 H -0.35551 -4.86045 -1.41713  0.0000
105 C 6.04709 -0.74508 -1.39914  -0.0001
106 H -4.06974 4.45006 -1.36282  0.0000
107 C 6.79623 -1.98358 -1.18081  0.0000
108 H -0.30192 -3.67708 -2.67258  0.0005
109 H 3.37269 2.44148 -3.11327  -0.0028
110 H -2.22772 -1.96824 -4.07715  0.0000
111 H -0.09382 -0.72163 1.59264  0.0002
112 H -6.42671 4.89450 1.16176  0.0000
113 C -6.42486 4.47638 0.15514  0.0000
114 C 1.76915 -1.83148 -3.93907  0.0625
115 H -5.59021 -2.02442 -0.17051  0.0000
116 H 1.98810 3.34165 -1.07039  -0.0002
117 O 0.31936 -6.06492 -3.70083  0.0001
118 C -2.92207 0.14564 -4.16807  0.0002
119 H -1.80805 1.01944 -2.42762  0.0000
120 H 0.50243 3.86273 0.86739  0.0000
121 H 6.24930 -0.67708 -3.56453  -0.0001
122 H 7.65263 0.12543 -2.66528  0.0001
123 H 3.58495 1.36220 2.90397  0.0000
124 O 3.47686 -0.44037 0.94141  0.0000
125 H -3.97455 0.86537 5.26240  0.0000
126 H -1.86874 -4.13912 -2.08120  0.0000
127 H -0.71581 6.88141 2.54206  0.0000
128 C 4.90497 -1.72908 2.28612  0.0000
129 H 5.73163 4.62517 -1.74108  0.0001
130 H 0.05777 3.79054 5.63444  0.0000
131 C 2.70543 -3.68157 -0.38850  -0.0001
132 H 6.60940 -2.37725 -0.18169  0.0000
133 C 2.04526 3.55036 3.67315  0.0000
134 C -0.94803 -5.72376 -3.36647  0.0001
135 H -3.47021 4.46819 0.30705  0.0000
136 H -3.41775 1.94915 -4.53893  0.0000
137 H -0.29354 -5.21101 1.39574  0.0000
138 H 1.47254 -2.40930 -4.81442  0.0006
139 H 7.87548 -1.87961 -1.29263  0.0000
140 H -0.09675 2.11526 6.00101  0.0000
141 H -1.47077 -6.58990 -2.96072  0.0001
142 H -1.40215 -3.03229 4.28782  0.0000
143 C 4.41666 0.70333 2.65446  0.0000
144 H 2.94336 3.66617 4.27986  0.0000
145 C 6.58578 -0.09407 -2.70721  0.0008
146 C 0.13041 -4.24689 3.30492  0.0000
147 H -1.77068 1.08873 1.45627  0.0001
148 H -8.26254 -1.58141 -1.29268  0.0000
149 C 3.81386 -5.91156 -0.70889  0.0000
150 H 0.73779 -6.52323 -2.96840  0.0000
151 H -0.63768 2.82832 3.81397  0.0000
152 H -0.28835 -1.26093 -0.89596  0.0000
153 C -4.61393 1.33918 3.21002  0.0000
154 H 0.81330 -1.51095 -3.52467  0.0085
155 H -1.02689 -0.81688 -4.80810  0.0007
156 C 0.14558 6.04508 1.03471  0.0000
157 H 2.29273 3.44117 2.61725  0.0000
158 H -4.12283 2.31162 3.17393  0.0000
159 H -0.55250 8.07255 0.85572  0.0000
160 H -2.75543 -4.94398 -4.38652  0.0000
161 H 2.49290 -2.93390 0.37566  0.0000
162 C -5.84046 -0.96872 -0.06570  0.0000
163 H 0.49092 0.14427 -1.30272  0.0013
164 O -2.77508 1.33976 -4.90936  0.0003
165 H -0.15289 -5.16494 3.81972  0.0000
166 C -7.24552 -0.62758 0.47001  0.0000
167 H -1.57903 6.91975 0.12636  0.0000
168 H 0.91241 0.89551 -4.35978  0.0049

Force components x, y, z for each atom (eV/Å):
-0.78 0.26 -0.74
-0.62 -0.34 -0.76
-0.79 0.09 0.63
-0.98 0.84 0.06
1.16 0.81 0.69
0.00 0.13 0.04
0.33 1.34 0.54
-0.47 0.57 -0.32
0.04 0.54 0.06
-0.51 -0.72 0.42
-0.31 -0.65 0.31
-0.20 -0.17 0.09
0.15 0.30 0.14
-0.39 -0.32 -0.12
0.00 0.14 0.03
-1.60 0.17 -0.27
0.23 0.09 0.19
0.27 -0.55 0.12
0.22 0.62 -0.31
-0.90 0.56 0.94
-0.90 1.44 0.27
0.56 -0.22 0.15
-0.46 0.14 0.55
-0.07 1.92 0.72
-0.62 -0.17 -0.09
0.00 0.02 -0.09
0.51 -0.27 -1.78
0.56 0.01 -0.12
-0.25 -0.30 0.11
0.10 -0.46 -0.44
-0.42 -0.93 -0.57
-0.06 -0.37 0.05
0.23 -0.47 1.21
0.55 0.01 -0.31
-0.05 -0.21 0.35
-0.25 0.78 -0.32
-0.69 -0.13 -0.12
0.47 -0.27 0.12
-0.40 0.08 0.19
0.04 0.10 0.17
0.53 -1.29 1.43
-0.31 0.15 -1.16
0.00 -0.05 0.70
-0.05 0.08 -0.01
-0.15 -0.21 0.12
1.51 -0.51 -0.86
-0.12 -0.11 -0.55
0.57 0.07 0.23
-0.24 -0.44 -1.00
1.59 -1.39 1.96
0.19 -0.11 -0.89
0.88 -0.42 -0.35
0.17 0.10 -0.18
-0.07 -1.12 -2.06
0.73 -0.20 -0.25
0.47 0.41 -0.07
-0.74 -0.24 -1.79
-0.11 -0.22 -0.14
-0.25 0.11 -0.11
0.06 -0.02 0.26
-0.15 0.01 -0.17
0.88 0.54 -0.75
0.02 -0.22 -0.85
0.11 0.11 0.02
-0.31 -0.05 -0.22
0.24 0.36 -0.05
-0.12 0.80 1.18
0.03 0.00 0.04
-0.37 0.70 0.41
0.32 -0.02 -0.27
-0.11 -0.08 0.10
-1.93 0.62 -2.73
-0.02 -0.21 -0.46
0.04 -0.07 -0.12
0.31 0.67 -0.72
0.55 -0.85 0.48
0.19 0.46 0.09
0.03 0.47 0.44
-0.78 -0.03 -0.60
0.09 0.58 -0.33
1.74 1.00 0.17
-0.01 -0.65 0.07
-0.96 0.95 0.04
-0.10 0.13 0.17
-0.12 0.10 -0.28
0.56 -0.92 1.42
-0.64 0.73 0.10
-0.21 -0.29 0.11
-0.07 0.03 -0.43
0.13 0.04 0.00
-0.10 -0.03 -0.43
-0.45 -0.01 0.15
0.04 -0.06 0.41
0.06 -0.28 -0.14
0.81 0.38 -0.54
2.22 0.31 0.78
0.60 0.12 -0.02
-0.91 0.09 0.72
-0.17 -0.54 0.57
0.33 -0.36 -0.12
-0.22 0.42 0.40
-0.01 -0.08 0.24
0.19 0.24 -0.30
-0.24 -0.12 0.21
1.57 1.51 -0.74
0.04 0.03 -0.04
0.62 -2.00 0.69
0.12 -0.12 -0.54
-0.04 -0.13 0.32
0.28 0.28 0.56
0.27 -0.32 0.13
0.07 0.59 -0.26
0.92 -1.21 0.55
-0.85 0.03 0.50
-0.46 -0.11 0.17
0.42 -0.04 -0.52
2.20 -0.63 -1.14
0.04 -1.41 1.53
0.10 0.26 -0.34
0.23 0.18 0.25
0.64 -0.49 -0.09
-0.17 -0.34 -0.15
0.30 0.27 0.22
-0.99 -0.89 -1.66
-0.24 0.28 0.04
-0.10 -0.18 0.27
-0.02 0.05 0.18
-0.36 -0.51 0.61
0.10 0.54 0.31
0.09 0.37 0.05
0.44 1.04 -0.44
0.02 -0.14 0.08
-0.44 0.18 0.97
-2.39 2.16 0.72
0.05 0.04 0.04
-0.06 0.25 -0.09
-0.23 0.00 0.09
0.64 -0.33 0.12
-0.03 0.28 0.07
0.38 -0.20 0.59
-0.17 0.03 0.48
0.05 -0.23 0.25
-0.08 -0.46 1.18
0.23 -0.24 -0.16
-1.92 0.56 0.75
-1.30 0.08 0.98
-0.10 -0.33 0.30
0.05 0.74 0.01
0.93 -0.66 -0.82
0.05 -0.04 0.06
-0.64 0.15 -0.63
0.27 -0.75 0.31
-0.29 0.09 1.01
-0.10 0.11 0.29
0.04 -0.22 0.04
-1.28 0.05 -1.26
-0.02 -0.50 0.10
0.36 -0.13 -0.21
0.45 0.22 -0.06
-0.29 -0.88 0.07
-0.09 0.06 0.05
-0.09 0.42 0.19
0.69 0.44 0.11
0.70 -0.43 -0.24
-0.48 -0.08 0.13
0.22 -1.11 -1.72
-0.08 -0.18 -0.28
-0.16 -0.01 0.15